No. 1
ORCA calculation (the ωB97M-V functional and the def2-TZVPD basis) on a cluster of 5 separate species, C22H51O16PS4 in total at a distorted geometry.

Computed properties:
Spin multiplicity   1
SMILES string   CCP(CC)[C@]1(CCCO)COC(=O)O1.CCOS(C)(=O)=O.CCOS(C)(=O)=O.CCOS(C)(=O)=O.CCOS(C)(=O)=O
Gap between HOMO and LUMO   8.98 eV

Geometry (Å):
C -1.466 4.406 1.061
C -0.325 4.375 0.022
P 1.448 4.455 0.473
C 1.716 5.894 1.584
C 0.767 6.223 2.751
C 1.846 2.864 1.392
C 0.794 2.141 2.225
C 0.367 2.754 3.562
C 1.504 3.130 4.497
O 2.340 2.017 4.807
C 3.275 2.875 1.928
O 4.062 2.737 0.734
C 3.363 1.881 -0.038
O 3.828 1.153 -0.876
O 2.055 1.927 0.261
H -1.934 3.428 1.176
H -2.255 5.085 0.730
H -1.148 4.749 2.036
H -0.396 3.448 -0.554
H -0.471 5.174 -0.706
H 1.753 6.748 0.909
H 2.736 5.775 1.959
H 0.387 5.339 3.249
H 1.277 6.848 3.487
H -0.090 6.792 2.389
H -0.083 2.005 1.590
H 1.168 1.136 2.419
H -0.309 3.589 3.406
H -0.224 1.996 4.088
H 1.090 3.528 5.428
H 2.136 3.904 4.058
H 1.869 1.192 4.632
H 3.577 3.745 2.500
H 3.425 1.988 2.546
C 1.636 -4.543 4.786
C 2.422 -3.377 5.349
O 3.146 -2.638 4.329
S 2.315 -1.688 3.382
C 3.680 -0.870 2.634
O 1.570 -0.753 4.179
O 1.632 -2.438 2.376
H 0.822 -4.209 4.144
H 1.210 -5.119 5.607
H 2.284 -5.192 4.197
H 1.784 -2.684 5.898
H 3.200 -3.723 6.025
H 4.205 -0.286 3.386
H 3.267 -0.229 1.857
H 4.330 -1.617 2.187
C -4.445 0.276 -0.839
C -3.661 -0.993 -1.099
O -2.228 -0.798 -1.030
S -1.562 -0.678 0.407
C 0.110 -0.815 -0.101
O -1.955 -1.819 1.179
O -1.783 0.636 0.933
H -4.324 0.619 0.187
H -5.503 0.088 -1.017
H -4.109 1.073 -1.502
H -3.950 -1.791 -0.413
H -3.838 -1.344 -2.114
H 0.291 -1.799 -0.520
H 0.705 -0.670 0.795
H 0.306 -0.028 -0.827
C -4.628 -6.838 -4.791
C -4.348 -7.081 -3.323
O -3.314 -6.219 -2.793
S -3.695 -4.701 -2.509
C -2.258 -4.297 -1.580
O -4.860 -4.665 -1.678
O -3.690 -3.975 -3.742
H -5.061 -5.854 -4.960
H -5.329 -7.590 -5.155
H -3.708 -6.904 -5.372
H -5.247 -6.969 -2.715
H -3.961 -8.085 -3.166
H -2.261 -4.871 -0.658
H -2.294 -3.234 -1.367
H -1.386 -4.526 -2.187
C 0.881 0.045 -7.391
C 1.543 -0.553 -6.167
O 1.795 0.418 -5.127
S 0.554 0.908 -4.263
C 1.453 1.681 -2.972
O -0.129 -0.247 -3.757
O -0.184 1.888 -5.001
H -0.127 0.392 -7.172
H 0.822 -0.709 -8.176
H 1.455 0.895 -7.760
H 0.957 -1.373 -5.750
H 2.530 -0.938 -6.414
H 2.030 0.930 -2.444
H 0.717 2.137 -2.313
H 2.102 2.442 -3.396

***

No. 2
ORCA calculation (the ωB97M-V functional and the def2-TZVPD basis) on a structure of composition C22H53I2N2O8.

Computed properties:
Spin multiplicity   1
Gap between HOMO and LUMO   7.11 eV
Total charge   +1

Geometry (Å):
C 0.663 3.142 -1.893
C -0.550 3.018 -1.015
I -2.283 2.815 -2.126
C -0.569 3.092 0.323
I -2.331 3.119 1.448
C 0.632 3.171 1.158
N 0.772 4.037 2.101
C 1.936 3.812 2.986
C 1.445 2.983 4.177
C 0.305 3.578 5.019
N -0.883 2.716 5.019
C 2.582 5.133 3.445
O 2.185 6.265 2.704
O 0.859 6.600 3.188
C 2.814 2.902 2.107
C 1.804 2.246 1.152
H 0.702 2.324 -2.613
H 1.595 3.162 -1.341
H 0.586 4.066 -2.470
H 0.090 4.768 2.292
H 2.315 2.784 4.808
H 1.138 2.008 3.779
H 0.672 3.682 6.043
H 0.047 4.591 4.689
H -0.843 2.034 4.272
H -1.721 3.262 4.866
H 2.402 5.302 4.509
H 3.661 5.095 3.284
H 0.577 7.205 2.484
H 3.320 2.188 2.753
H 3.551 3.474 1.541
H 2.232 2.135 0.159
H 1.559 1.218 1.458
C 1.581 -2.702 3.780
C 2.076 -1.582 2.892
O 1.004 -0.776 2.381
H 0.882 -3.338 3.235
H 2.415 -3.315 4.123
H 1.079 -2.296 4.659
H 2.577 -1.977 2.009
H 2.790 -0.955 3.437
H 0.520 -0.432 3.144
C -1.148 -1.153 -3.585
C 0.251 -0.807 -4.049
O 0.267 0.392 -4.826
H -1.820 -1.239 -4.439
H -1.158 -2.091 -3.028
H -1.512 -0.355 -2.932
H 0.656 -1.577 -4.704
H 0.923 -0.717 -3.188
H -0.126 1.096 -4.299
C -0.195 1.137 -8.025
C -0.065 0.507 -9.398
O -1.327 0.223 -9.990
H -0.762 0.490 -7.358
H 0.784 1.309 -7.577
H -0.714 2.097 -8.092
H 0.443 -0.455 -9.330
H 0.528 1.147 -10.061
H -1.807 1.051 -10.093
C 0.909 -5.340 -3.901
C 1.105 -4.988 -2.439
O -0.021 -4.314 -1.891
H 0.706 -4.443 -4.486
H 1.795 -5.829 -4.307
H 0.061 -6.017 -4.024
H 1.946 -4.303 -2.319
H 1.329 -5.890 -1.859
H -0.792 -4.888 -1.981
C -0.978 -0.897 8.032
C -0.786 0.024 6.847
O -0.239 -0.657 5.706
H -0.032 -1.356 8.321
H -1.373 -0.346 8.886
H -1.682 -1.698 7.795
H -0.080 0.821 7.074
H -1.728 0.498 6.563
H -0.849 -1.368 5.479
C -5.206 -5.718 -2.603
C -3.719 -5.968 -2.463
O -2.943 -4.802 -2.747
H -5.440 -5.368 -3.608
H -5.771 -6.631 -2.412
H -5.542 -4.961 -1.891
H -3.385 -6.716 -3.181
H -3.488 -6.340 -1.458
H -3.207 -4.111 -2.129

***

No. 3
ORCA calculation (the ωB97M-V functional and the def2-TZVPD basis) on a cluster of 8 separate species, C22H54BF7N6O8 in total at a distorted geometry.

Computed properties:
Spin multiplicity   2
Gap between HOMO and LUMO (spin up / spin down)   3.87 / 6.86 eV
Total charge   +3

Geometry (Å):
C 1.274 -2.382 4.507
C 1.127 -1.021 3.891
O 1.606 0.034 4.288
N 0.400 -1.000 2.588
H 0.064 -1.933 2.394
H -0.496 -0.536 2.635
C 1.383 -0.501 1.489
H 0.451 -2.781 5.101
H 2.073 -2.199 5.226
H 1.555 -3.156 3.794
H 1.545 0.563 1.660
H 0.871 -0.771 0.566
H 2.293 -1.073 1.670
C -2.180 -2.233 -4.999
C -1.447 -3.420 -4.440
O -1.323 -4.503 -4.982
N -0.784 -3.182 -3.127
H 0.055 -3.735 -3.027
H -0.544 -2.212 -2.974
C -1.631 -3.549 -1.947
H -1.588 -1.359 -5.271
H -2.943 -1.881 -4.305
H -2.618 -2.453 -5.972
H -2.235 -4.440 -2.120
H -2.271 -2.672 -1.851
H -0.972 -3.601 -1.081
C 5.064 -1.428 -0.900
C 3.870 -2.257 -1.113
O 2.700 -1.911 -0.850
N 4.094 -3.520 -1.872
H 3.192 -3.811 -2.221
H 4.666 -3.316 -2.679
C 4.706 -4.597 -0.937
H 5.205 -1.105 0.131
H 5.113 -0.542 -1.533
H 5.941 -2.035 -1.123
H 5.786 -4.478 -1.027
H 4.310 -5.558 -1.265
H 4.515 -4.522 0.134
C 2.567 0.757 -3.034
C 1.880 1.697 -4.006
O 2.341 2.315 -4.980
N 0.470 2.095 -3.551
H 0.143 1.583 -2.744
H 0.538 3.077 -3.327
C -0.490 1.893 -4.735
H 2.300 -0.284 -3.213
H 2.314 0.949 -1.991
H 3.607 0.698 -3.353
H -0.315 0.914 -5.182
H -0.258 2.681 -5.451
H -1.501 1.882 -4.327
C 1.937 4.160 0.142
C 2.368 3.859 1.548
O 1.909 2.921 2.202
N 3.455 4.803 2.123
H 4.352 4.343 2.065
H 3.465 5.571 1.468
C 3.115 5.291 3.556
H 2.757 4.530 -0.474
H 1.144 4.906 0.191
H 1.520 3.270 -0.330
H 3.778 6.148 3.672
H 3.182 4.426 4.215
H 2.054 5.538 3.570
C -5.693 -1.018 3.596
C -5.108 -2.332 3.163
O -5.658 -3.363 3.527
N -3.787 -2.321 2.337
H -3.434 -1.377 2.269
H -3.028 -2.755 2.843
C -4.002 -2.930 0.909
H -5.820 -0.426 2.690
H -5.006 -0.579 4.319
H -6.590 -1.088 4.211
H -4.134 -3.998 1.083
H -3.225 -2.810 0.153
H -5.007 -2.636 0.606
C -2.381 1.344 1.744
O -2.135 2.683 2.276
O -2.238 0.403 2.831
C -3.716 1.193 0.839
F -4.698 1.859 1.470
F -3.540 1.759 -0.331
F -4.186 -0.096 0.645
C -2.110 3.856 1.480
C -1.741 5.094 2.355
H -2.359 5.273 3.234
H -0.715 5.164 2.717
H -1.732 6.046 1.824
H -3.019 3.988 0.894
H -1.302 3.754 0.755
H -1.521 1.195 1.091
B -0.743 -0.149 -1.604
F -0.173 0.945 -0.989
F -1.392 -0.971 -0.707
F -1.606 0.207 -2.577
F 0.341 -0.866 -2.165

***

No. 4
ORCA calculation (the ωB97M-V functional and the def2-TZVPD basis) on a structure of composition C22H54I2NO11S2 at a distorted geometry.

Computed properties:
Spin multiplicity   1
Gap between HOMO and LUMO   6.72 eV
Total charge   -1

Geometry (Å):
C 0.612 -4.353 -0.342
C 1.197 -3.275 -0.364
C 1.885 -1.888 -0.180
C 0.856 -0.661 -0.135
C -0.010 -0.819 1.187
S -1.646 0.043 1.144
O -1.485 1.275 2.011
O -2.612 -0.847 1.850
N -2.152 0.499 -0.392
S -2.609 -0.821 -1.322
O -1.822 -2.060 -1.103
O -2.412 -0.412 -2.745
C -4.411 -1.237 -1.168
I -5.013 -2.259 -3.014
C -4.717 -2.296 0.048
C -5.841 -1.676 1.011
I -5.580 -4.184 -0.740
H 0.367 -5.426 -0.567
H 2.616 -1.713 -1.023
H 2.395 -1.911 0.840
H 1.475 0.292 -0.015
H 0.244 -0.549 -1.076
H 0.589 -0.371 2.048
H -0.205 -1.896 1.490
H -5.080 -0.321 -1.088
H -3.791 -2.616 0.600
H -5.874 -2.311 1.943
H -6.854 -1.800 0.505
H -5.661 -0.578 1.218
C 4.136 1.225 -3.562
C 3.740 0.613 -2.232
O 3.988 -0.787 -2.242
H 3.577 0.761 -4.379
H 3.945 2.301 -3.570
H 5.198 1.055 -3.765
H 2.675 0.766 -2.044
H 4.302 1.064 -1.413
H 4.933 -0.913 -2.399
C -0.052 -2.608 -5.001
C -0.921 -3.838 -4.817
O -1.024 -4.159 -3.438
H 0.946 -2.779 -4.589
H 0.042 -2.350 -6.060
H -0.476 -1.753 -4.467
H -0.484 -4.696 -5.334
H -1.927 -3.670 -5.217
H -1.420 -3.395 -2.989
C 7.674 1.380 0.934
C 7.233 0.156 0.157
O 6.358 0.533 -0.901
H 6.810 1.905 1.347
H 8.342 1.102 1.752
H 8.194 2.085 0.280
H 6.696 -0.536 0.807
H 8.094 -0.367 -0.269
H 6.843 1.138 -1.478
C -2.557 0.439 5.924
C -1.618 1.630 5.942
O -0.429 1.330 5.226
H -2.075 -0.436 6.368
H -3.474 0.656 6.478
H -2.821 0.171 4.897
H -1.338 1.882 6.968
H -2.092 2.506 5.488
H -0.684 1.118 4.320
C 10.154 3.854 -3.068
C 9.756 3.241 -1.740
O 9.999 1.838 -1.755
H 9.592 3.396 -3.885
H 9.968 4.931 -3.073
H 11.214 3.680 -3.272
H 8.693 3.397 -1.549
H 10.324 3.687 -0.917
H 10.942 1.708 -1.915
C -9.746 -1.411 4.146
C -8.355 -1.751 4.647
O -7.385 -1.447 3.653
H -9.972 -1.970 3.235
H -10.501 -1.646 4.900
H -9.818 -0.349 3.895
H -8.281 -2.815 4.875
H -8.119 -1.185 5.554
H -7.448 -0.503 3.461
C -3.297 3.239 -0.766
C -4.315 4.357 -0.668
O -5.423 3.949 0.130
H -3.748 2.347 -1.203
H -2.445 3.539 -1.381
H -2.933 2.959 0.225
H -4.693 4.620 -1.658
H -3.870 5.253 -0.220
H -5.083 3.727 1.006

***

No. 5
ORCA calculation (the ωB97M-V functional and the def2-TZVPD basis) on a cluster of 3 separate species, C22H54N2O11P3 in total at a distorted geometry.

Computed properties:
Spin multiplicity   1
Gap between HOMO and LUMO   7.25 eV
Total charge   +1

Geometry (Å):
C 1.543 0.083 4.621
C -0.066 0.322 4.948
O -0.332 1.658 5.542
P -2.055 2.013 5.338
O -2.343 3.257 6.309
C -3.083 0.484 5.851
C -4.638 0.972 6.012
N -5.635 0.290 5.112
C -5.180 0.155 3.685
C -4.705 -1.340 3.222
N -5.560 -2.479 3.765
C -5.452 -2.360 5.300
C -6.220 -0.969 5.695
O -2.308 2.557 3.703
C -3.107 3.791 3.638
C -3.717 4.095 2.115
H 1.707 -0.985 4.128
H 2.001 0.919 3.936
H 2.131 0.061 5.638
H -0.399 -0.471 5.759
H -0.670 0.216 3.938
H -2.712 0.190 6.946
H -2.921 -0.471 5.194
H -4.706 2.138 5.765
H -4.928 0.899 7.168
H -6.112 0.444 3.001
H -4.331 0.933 3.376
H -3.593 -1.614 3.464
H -4.804 -1.412 2.034
H -5.126 -3.395 3.487
H -6.549 -2.469 3.426
H -6.093 -3.246 5.744
H -4.328 -2.364 5.670
H -7.385 -0.969 5.455
H -6.158 -0.881 6.884
H -4.033 3.664 4.360
H -2.541 4.766 3.957
H -3.270 5.123 1.709
H -3.431 3.240 1.351
H -4.889 4.185 2.251
O -0.760 -2.822 0.341
P -0.462 -1.755 -0.741
O -1.263 -0.537 0.044
C -0.614 0.080 1.140
C 0.409 1.089 0.659
O -1.716 -2.199 -1.742
C -2.092 -3.562 -1.853
C -3.342 -3.821 -1.032
O -0.128 -0.563 -1.950
C 0.968 -0.872 -2.797
C 0.627 -1.984 -3.771
H -0.149 -0.673 1.782
H -1.383 0.591 1.728
H 1.235 0.590 0.144
H 0.821 1.656 1.499
H -0.039 1.789 -0.055
H -1.272 -4.226 -1.563
H -2.303 -3.761 -2.908
H -3.198 -3.548 0.018
H -3.629 -4.875 -1.082
H -4.173 -3.212 -1.402
H 1.835 -1.139 -2.188
H 1.215 0.037 -3.353
H 0.497 -2.935 -3.246
H 1.425 -2.113 -4.508
H -0.311 -1.772 -4.295
O 4.100 0.076 -5.243
P 5.474 0.774 -5.388
O 4.924 1.943 -6.424
C 4.193 3.022 -5.872
C 5.126 4.040 -5.248
O 6.048 -0.265 -6.556
C 5.698 -1.638 -6.524
C 4.612 -1.917 -7.548
O 7.010 1.553 -5.551
C 7.931 1.267 -4.509
C 8.468 -0.148 -4.610
H 3.467 2.657 -5.140
H 3.635 3.489 -6.690
H 5.629 3.620 -4.371
H 4.574 4.931 -4.934
H 5.907 4.338 -5.956
H 5.395 -1.949 -5.519
H 6.593 -2.214 -6.779
H 3.729 -1.292 -7.380
H 4.307 -2.967 -7.517
H 4.971 -1.685 -8.556
H 7.450 1.434 -3.542
H 8.757 1.978 -4.600
H 7.681 -0.879 -4.398
H 9.278 -0.308 -3.893
H 8.839 -0.356 -5.619

***

The energy results, record by record, are as follows: -109029.5880; -59224.2712; -68684.3612; -85569.2855; -77045.6880 eV.